{
  "formula": "C18H26CoNO3PS3",
  "method": "ωB97M-V/def2-TZVPD",
  "elements": ["Co", "C", "C", "C", "C", "C", "C", "C", "C", "C", "H", "H", "H", "H", "H", "H", "H", "H", "H", "H", "H", "H", "C", "C", "O", "P", "S", "S", "O", "C", "C", "H", "H", "H", "H", "H", "H", "H", "H", "H", "H", "O", "N", "C", "C", "C", "C", "C", "S", "H", "H", "H", "H"],
  "positions_angstrom": [[0.1948, -0.4342, -0.0647], [1.0408, 2.9884, 2.7349], [-0.3189, 2.4923, 2.3316], [-0.8916, 2.9102, 1.1368], [-2.1245, 2.4270, 0.7182], [-2.6890, 2.8163, -0.6193], [-2.7902, 1.5137, 1.5252], [-2.2353, 1.0642, 2.7164], [-2.9370, 0.0167, 3.5344], [-1.0020, 1.5674, 3.1100], [0.9857, 3.9636, 3.2253], [1.6806, 3.0925, 1.8571], [1.5184, 2.2896, 3.4220], [-0.3317, 3.5736, 0.4873], [-1.9003, 3.1858, -1.2752], [-3.4476, 3.5986, -0.5301], [-3.1489, 1.9535, -1.1033], [-3.7221, 1.0791, 1.1781], [-3.7519, 0.4450, 4.1242], [-2.2440, -0.4674, 4.2227], [-3.3600, -0.7551, 2.8901], [-0.5337, 1.1856, 4.0110], [-0.5898, -5.9996, -1.6855], [-0.8865, -4.8174, -2.5813], [-1.5542, -3.8001, -1.8246], [-0.7920, -2.3915, -1.6006], [-1.9253, -1.2599, -0.4139], [1.0658, -2.6230, -1.0027], [-0.8519, -1.8667, -3.1285], [-0.3783, -0.5593, -3.4620], [-0.9932, -0.1627, -4.7823], [-0.1285, -6.8065, -2.2587], [-1.5080, -6.3755, -1.2333], [0.0929, -5.6981, -0.8917], [-1.5538, -5.0936, -3.4021], [0.0351, -4.4229, -3.0151], [0.7138, -0.5843, -3.5086], [-0.6577, 0.1377, -2.6662], [-0.7346, -0.8805, -5.5623], [-0.6306, 0.8202, -5.0859], [-2.0797, -0.1205, -4.7001], [1.5138, -0.2086, 1.5684], [2.6526, 0.3843, 1.3042], [3.6397, 0.2530, 2.2223], [4.8530, 0.8713, 2.0881], [5.0694, 1.6594, 0.9514], [4.0702, 1.7720, 0.0217], [2.8245, 1.1268, 0.1648], [1.5715, 1.2494, -0.9752], [3.3493, -0.3789, 3.0478], [5.6076, 0.7332, 2.8483], [6.0118, 2.1697, 0.8023], [4.2013, 2.3660, -0.8717]],
  "energy_ev": -106146.8030,
  "homo_lumo_gap_ev": [6.61, 6.20],
  "total_charge": -1,
  "de_lowest_kj_mol": 0.0,
  "lumo_energy_ha": [0.108, 0.107],
  "multiplicity": 3,
  "e_homo_ev": [-3.69, -3.27]
}


{
  "formula": "C18H26FN2O",
  "method": "ωB97M-V/def2-TZVPD",
  "elements": ["C", "H", "H", "H", "C", "C", "C", "H", "H", "C", "C", "C", "H", "H", "H", "N", "H", "C", "H", "H", "C", "N", "C", "O", "C", "C", "C", "C", "C", "C", "H", "F", "H", "H", "H", "C", "C", "H", "H", "H", "H", "H", "H", "H", "H", "H", "H", "H"],
  "positions_angstrom": [[-4.5058, -1.2638, -1.9875], [-5.4966, -1.6867, -1.8504], [-4.5889, -0.4162, -2.6634], [-3.8754, -2.0169, -2.4541], [-3.9264, -0.8352, -0.6436], [-3.8348, -2.0138, 0.3218], [-3.2308, -1.5688, 1.6468], [-3.1448, -2.4189, 2.3230], [-3.8850, -0.8333, 2.1189], [-1.8434, -0.9555, 1.4428], [-1.9341, 0.2369, 0.4907], [-2.5317, -0.2253, -0.8387], [-1.8773, -0.9793, -1.2836], [-2.6224, 0.6009, -1.5449], [-2.5600, 1.0153, 0.9411], [-0.5839, 0.8471, 0.2328], [-0.0842, 0.2129, -0.4470], [-0.6369, 2.1612, -0.4466], [-1.4102, 2.1663, -1.2120], [-0.8793, 2.9255, 0.2950], [0.7416, 2.3916, -1.0860], [1.7975, 1.7406, -0.3233], [2.1510, 0.4421, -0.7420], [1.3415, -0.2472, -1.3491], [3.5033, 0.0106, -0.3976], [4.4998, 0.9284, -0.0545], [5.7786, 0.4845, 0.2260], [6.0822, -0.8669, 0.1748], [5.0858, -1.7663, -0.1753], [3.8021, -1.3518, -0.4686], [3.0444, -2.0660, -0.7510], [5.3715, -3.0714, -0.2272], [7.0744, -1.2297, 0.3914], [6.5495, 1.1940, 0.4819], [4.2723, 1.9825, -0.0393], [1.5371, 1.8429, 1.0953], [0.2802, 0.9958, 1.4349], [0.5916, 0.0043, 1.7633], [-0.3017, 1.4697, 2.2282], [1.3897, 2.8960, 1.3419], [2.3926, 1.4738, 1.6611], [0.9671, 3.4603, -1.1271], [0.7663, 1.9957, -2.1027], [-1.1780, -1.7111, 1.0191], [-1.4597, -0.6557, 2.4180], [-4.8284, -2.4264, 0.4929], [-3.2196, -2.7998, -0.1202], [-4.5806, -0.0730, -0.2063]],
  "energy_ev": -26828.0329,
  "homo_lumo_gap_ev": 9.18,
  "smiles": "C[C@H]1CCC[C@@H]([NH+]2CCN(C(=O)c3cccc(F)c3)CC2)C1",
  "total_charge": 1,
  "de_lowest_kj_mol": 2.5,
  "lumo_energy_ha": -0.116,
  "multiplicity": 1,
  "e_homo_ev": -12.34
}


{
  "formula": "C18H26N2O3",
  "method": "ωB97M-V/def2-TZVPD",
  "elements": ["C", "H", "O", "C", "C", "C", "C", "C", "C", "H", "C", "C", "C", "N", "C", "C", "O", "N", "H", "C", "C", "C", "C", "H", "H", "H", "H", "H", "H", "H", "H", "H", "C", "C", "H", "H", "H", "H", "H", "H", "H", "H", "O", "H", "H", "H", "H", "H", "H"],
  "positions_angstrom": [[-7.1674, -1.4590, 0.3239], [-6.9260, -2.2128, 1.0271], [-6.0522, -0.3876, 0.2423], [-4.8633, -0.8995, 0.0543], [-4.4760, -2.3506, -0.2878], [-3.2070, -2.5164, -0.2677], [-2.3102, -1.5395, -0.1141], [-2.6475, -0.0780, -0.1754], [-4.0269, 0.1835, 0.0217], [-4.2906, 1.1201, 0.2536], [-1.6725, 1.2392, 0.0111], [-0.6215, 0.8415, 0.9326], [0.6111, 1.6267, 0.8555], [1.2009, 2.0322, -0.3116], [2.0487, 0.8504, -0.8676], [3.2923, 0.8057, 0.1853], [3.5822, 1.2272, 1.1734], [4.2838, 0.0422, -0.4671], [4.2118, -0.2926, -1.4631], [5.5738, -0.1350, 0.1818], [5.6921, -1.6497, 0.3279], [6.9778, -2.1809, 0.6295], [6.1500, -2.5104, -0.5828], [5.6419, -3.5552, -0.4711], [6.3770, -2.0744, -1.8669], [7.3726, -2.9912, 1.2269], [7.9607, -1.8431, 0.2406], [5.0422, -1.8185, 1.1097], [5.5737, 0.4031, 1.0737], [6.4387, 0.0752, -0.5498], [2.3228, 1.1190, -1.8448], [1.5758, -0.1643, -0.7640], [0.1870, 2.2963, -1.3043], [-0.9925, 1.0887, -1.4161], [-0.6197, 0.1912, -1.7399], [-1.6976, 1.7581, -2.0508], [0.6483, 2.3747, -2.4795], [-0.2814, 3.2361, -0.7723], [1.3630, 1.6251, 1.6969], [0.0490, 2.9117, 1.3193], [-0.0137, -0.3204, 1.0193], [-1.0991, 0.8117, 2.2731], [-2.3382, 2.2310, 0.3223], [-2.5813, 2.1098, 1.2371], [-1.2835, -1.5870, -0.5049], [-2.6728, -3.5093, -0.5075], [-5.1216, -3.0996, -0.1265], [-8.0215, -1.0739, 0.4454], [-7.2325, -1.8724, -0.8350]],
  "energy_ev": -28195.6094,
  "homo_lumo_gap_ev": 8.41,
  "de_lowest_kj_mol": 1659.3,
  "lumo_energy_ha": 0.021,
  "multiplicity": 1,
  "e_homo_ev": -7.83
}


{
  "formula": "C18H26N2O3S2",
  "method": "ωB97M-V/def2-TZVPD",
  "elements": ["C", "H", "H", "H", "C", "N", "C", "S", "S", "C", "C", "C", "O", "N", "C", "O", "O", "C", "C", "C", "C", "C", "C", "H", "H", "C", "C", "H", "H", "H", "C", "H", "H", "H", "H", "H", "H", "H", "H", "H", "H", "H", "C", "C", "H", "H", "H", "H", "H", "H", "H"],
  "positions_angstrom": [[6.4153, 0.5359, -0.5007], [7.2381, 0.0202, -0.9877], [6.2777, 0.1099, 0.4890], [6.6755, 1.5858, -0.3990], [5.1458, 0.3638, -1.3314], [3.9748, 0.9464, -0.7099], [3.2653, 0.2933, 0.2181], [1.9476, 0.9503, 0.9650], [3.8177, -1.3521, 0.5853], [2.5956, -1.8931, 1.8140], [1.2707, -2.2639, 1.1703], [1.3861, -3.5033, 0.3241], [2.3666, -4.2029, 0.2805], [0.2847, -3.8531, -0.4463], [-0.9666, -3.2960, -0.6736], [-1.7156, -3.7850, -1.4744], [-1.1789, -2.2178, 0.0753], [-2.3478, -1.4561, 0.0033], [-2.2002, -0.1166, 0.3432], [-3.3038, 0.7116, 0.3490], [-4.5652, 0.2266, 0.0182], [-4.6870, -1.1156, -0.3129], [-3.5933, -1.9652, -0.3205], [-3.7115, -3.0030, -0.5842], [-5.6572, -1.5156, -0.5695], [-5.7743, 1.1289, 0.0217], [-5.6069, 2.2668, -0.9873], [-5.4163, 1.8668, -1.9807], [-6.5105, 2.8711, -1.0245], [-4.7754, 2.9101, -0.7111], [-6.0333, 1.6807, 1.4253], [-5.2073, 2.3064, 1.7534], [-6.9413, 2.2794, 1.4316], [-6.1503, 0.8662, 2.1367], [-6.6443, 0.5338, -0.2769], [-3.1735, 1.7493, 0.6145], [-1.2227, 0.2608, 0.6016], [0.4390, -4.6902, -1.0015], [0.9166, -1.4302, 0.5616], [0.5199, -2.4352, 1.9456], [3.0577, -2.7526, 2.2974], [2.4632, -1.0745, 2.5217], [3.6049, 2.3044, -1.0644], [4.1545, 3.3441, -0.0919], [3.7977, 3.1371, 0.9134], [3.8087, 4.3316, -0.3845], [5.2409, 3.3421, -0.0865], [2.5124, 2.3653, -1.0688], [3.9705, 2.5009, -2.0742], [5.2752, 0.8355, -2.3084], [4.9605, -0.7032, -1.4889]],
  "energy_ev": -49882.6472,
  "homo_lumo_gap_ev": 8.99,
  "smiles": "CCN(CC)C(=S)SCCC(=O)NC(=O)Oc1ccc(C(C)C)cc1",
  "de_lowest_kj_mol": 5.6,
  "lumo_energy_ha": 0.025,
  "multiplicity": 1,
  "e_homo_ev": -8.31
}